Entry 1:
ORCA calculation (the ωB97M-V functional and the def2-TZVPD basis) on a molecular structure, C26H20BrN4O5W.

Structure (XYZ):
```
57
Properties=species:S:1:pos:R:3:mulliken_charge:R:1
W -0.309 -0.156 -0.527 2.08
Br -1.928 0.018 -2.940 0.20
O 3.338 2.571 0.341 -0.57
O 1.049 1.071 0.380 -0.90
O 2.550 -1.573 -2.925 -0.46
O 0.977 -0.274 -1.954 -0.68
O -2.132 -0.154 0.117 -0.42
N -0.866 1.823 -1.246 -0.15
N -0.090 -0.927 1.232 0.35
N 1.185 -1.126 0.736 -0.68
N -0.446 -2.192 -1.211 -0.06
C 3.227 0.227 0.975 -0.43
C 5.291 -0.833 1.669 -0.96
C -4.269 -1.581 3.372 -0.75
C -2.818 -0.617 1.181 0.36
C 3.965 -0.927 1.420 -0.63
C -0.700 5.535 -0.636 -1.59
C -0.242 -4.797 -2.095 -0.36
C -4.903 -0.948 2.291 -0.49
C -1.372 -3.098 -0.846 -0.18
C 1.876 0.116 0.758 1.84
C -4.195 -0.474 1.199 -0.81
C 0.717 -3.858 -2.466 -0.71
C -2.029 2.899 -3.035 -0.77
C -1.732 4.128 -2.467 -0.21
C -1.298 -4.407 -1.280 -0.83
C 5.291 1.536 1.045 -0.84
C -0.604 3.027 -0.688 -0.48
C 3.927 1.471 0.776 0.82
C 5.948 0.411 1.481 -0.26
C 0.574 -2.571 -2.009 0.86
C -0.763 -1.438 2.232 -0.09
C -2.152 -1.261 2.267 1.12
C -1.019 4.214 -1.267 0.39
C 1.517 -1.461 -2.369 -0.06
C -2.910 -1.743 3.362 -0.97
C -1.577 1.786 -2.374 0.77
H -4.858 -1.938 4.206 0.47
H 5.804 2.475 0.897 0.52
H -0.216 -1.974 3.003 0.57
H -2.181 -2.755 -0.216 0.56
H -1.578 6.179 -0.631 0.44
H -2.070 5.035 -2.956 0.51
H -5.979 -0.827 2.309 0.46
H 0.078 6.043 -1.207 0.36
H 2.404 2.427 0.144 0.29
H 7.010 0.476 1.684 0.44
H -0.353 5.418 0.389 0.40
H -2.064 -5.108 -0.982 0.50
H -0.063 3.021 0.246 0.55
H -0.169 -5.819 -2.442 0.49
H 5.854 -1.690 2.008 0.47
H 3.437 -1.861 1.552 0.45
H -2.593 2.810 -3.954 0.51
H -4.695 0.009 0.371 0.51
H -2.401 -2.229 4.185 0.47
H 1.557 -4.103 -3.103 0.58
```

## Properties
total charge: +3
HOMO level: -17.13 eV
strongest force on any atom: 0.17 eV/A
ΔE to the lowest compared entry with this formula, charge and spin: 8.24 kcal per mole

***

Entry 2:
ORCA calculation (the ωB97M-V functional and the def2-TZVPD basis) on a molecular structure, C26H20FeNO4.

Structure (XYZ):
```
52
Properties=species:S:1:pos:R:3:mulliken_spin:R:1
Fe -0.135 1.364 -4.022 1.70
O 1.095 3.220 -5.891 -0.10
O 0.345 1.232 3.437 0.34
O 0.424 -0.606 -6.112 -0.06
O -2.568 1.989 -5.534 -0.06
N -1.004 -0.347 1.486 0.17
C 2.708 0.548 4.589 0.18
C -3.081 -3.255 -0.790 -0.06
C -1.696 1.727 -4.807 0.03
C 2.065 -0.330 3.701 0.07
C -2.828 1.195 1.116 -0.09
C 3.881 0.174 5.257 -0.10
C 1.220 2.520 -2.091 0.06
C 0.843 0.175 2.968 0.27
C 3.735 -2.029 4.234 -0.12
C -2.978 -1.022 0.200 -0.06
C -3.641 -1.997 -0.604 0.17
C 2.558 -1.634 3.579 0.19
C -0.670 0.387 -2.134 0.12
C -1.611 0.858 1.685 0.26
C 4.413 -1.120 5.068 0.33
C 0.676 0.123 -2.446 0.16
C 1.574 1.168 -2.577 -0.01
C 0.313 -0.526 1.862 0.48
C -1.719 -1.350 0.791 -0.02
C -1.115 1.707 -2.136 0.15
C 0.225 0.055 -5.176 0.06
C -1.855 -3.578 -0.166 0.16
C -0.205 2.718 -2.520 -0.10
C -3.512 0.262 0.351 0.41
C 0.718 2.584 -5.002 0.10
C -1.201 -2.641 0.639 0.10
H -2.170 1.933 -1.962 -0.02
H 2.005 -2.351 2.982 0.05
H -0.573 3.731 -2.712 0.03
H -3.587 -3.988 -1.415 0.00
H 5.344 -1.412 5.570 0.04
H 0.830 -1.401 1.496 0.06
H -1.353 -0.434 -1.939 -0.11
H 4.131 -3.040 4.100 -0.01
H 0.999 -0.909 -2.593 0.02
H -1.421 -4.571 -0.313 0.02
H 1.885 3.310 -2.475 0.00
H 4.386 0.880 5.923 -0.01
H -0.289 -2.927 1.157 0.01
H -3.210 2.189 1.285 0.01
H 1.293 2.562 -0.988 0.01
H 2.287 1.532 4.774 0.06
H -1.081 1.542 2.318 0.10
H 2.589 0.985 -2.964 0.00
H -4.584 -1.726 -1.077 0.00
H -4.454 0.522 -0.123 0.02
```

## Properties
total charge: -2
HOMO level (alpha / beta): 1.42 / -1.73 eV
strongest force on any atom: 5.15 eV/A
ΔE to the lowest compared entry with this formula, charge and spin: 0.00 kcal per mole
2S+1: 6

***

The highest strongest force on any atom belongs to which entry?
C26H20FeNO4

***

What is the ΔE to the lowest compared entry with this formula, charge and spin in the second record?
0.00 kcal per mole

***

Among the records above, which one has the lowest total charge?
C26H20FeNO4